Density functional theory data (the ωB97M-V functional and the def2-TZVPD basis) for one molecule with the formula C4H10N2O in a non-equilibrium geometry.

## Properties
- HOMO (eV) = -8.165
- SMILES = [H]/N=C/[C@@H](N)COC
- largest force on an atom (eV Å⁻¹) = 3.60
- total charge = 0
- E_tot (eV) = -9334.7103

Last column: Löwdin charge in e.
Atoms and positions in Å:
O  -0.088  1.247  -0.205  -0.26
N  1.810  -1.636  0.378  0.04
N  -1.402  -0.984  -1.131  0.05
C  0.723  0.469  0.985  -0.02
C  -0.209  -0.587  -0.948  -0.26
C  -1.336  1.867  0.072  -0.11
C  0.563  -0.920  0.526  -0.35
H  -0.154  -1.494  1.108  0.13
H  -1.564  -1.407  -2.040  0.04
H  0.568  -0.563  -1.727  0.11
H  -2.130  1.121  0.147  0.07
H  1.648  -2.550  -0.030  0.07
H  -1.263  2.416  1.015  0.08
H  -1.555  2.574  -0.730  0.09
H  2.448  -1.137  -0.234  0.07
H  0.232  0.672  1.936  0.12
H  1.709  0.914  0.879  0.12

=====

Density functional theory data (the ωB97M-V functional and the def2-TZVPD basis) for one molecule with the formula CH2S in a non-equilibrium geometry.

## Properties
- HOMO (eV) = -8.966
- SMILES = C=S
- largest force on an atom (eV Å⁻¹) = 1.39
- total charge = 0
- E_tot (eV) = -11903.4607

Last column: Löwdin charge in e.
Atoms and positions in Å:
S  -0.660  -0.217  -1.328  0.58
C  0.052  0.052  0.108  -0.58
H  -0.502  0.451  0.955  -0.01
H  1.109  -0.286  0.265  0.01

=====

Density functional theory data (the ωB97M-V functional and the def2-TZVPD basis) for one molecule with the formula C3H3NO2S in a non-equilibrium geometry.

## Properties
- HOMO (eV) = -8.189
- SMILES = SN=c1occo1
- largest force on an atom (eV Å⁻¹) = 2.56
- total charge = 0
- E_tot (eV) = -19577.6875

Last column: Löwdin charge in e.
Atoms and positions in Å:
S  -3.119  -0.094  -0.009  0.71
O  0.626  -1.354  -0.067  0.06
O  -0.103  0.726  -0.121  0.01
N  -1.710  -1.003  -0.024  -0.33
C  -0.536  -0.541  -0.137  -0.50
C  1.350  0.767  -0.044  0.00
C  1.686  -0.535  0.059  -0.12
H  1.799  1.789  0.134  0.15
H  2.718  -0.980  0.119  0.15
H  -2.710  1.226  0.090  -0.13

=====

Density functional theory data (the ωB97M-V functional and the def2-TZVPD basis) for a 2-piece molecular cluster, C5H10 overall in a non-equilibrium geometry.

## Properties
- HOMO (eV) = -9.576
- SMILES = C=CC.C=C
- largest force on an atom (eV Å⁻¹) = 1.44
- total charge = 0
- E_tot (eV) = -5345.0802

Last column: Löwdin charge in e.
Atoms and positions in Å:
C  -1.156  -1.646  -0.857  -0.12
C  2.607  0.963  0.795  -0.08
C  2.299  1.727  -0.238  -0.08
C  -2.016  -0.081  0.842  -0.03
C  -1.917  -0.427  -0.427  -0.24
H  -0.187  -1.854  -0.405  0.07
H  -1.471  -0.579  1.640  0.06
H  -2.555  0.055  -1.159  0.09
H  2.444  2.798  -0.172  0.04
H  -1.801  -2.493  -0.694  0.07
H  2.404  -0.091  0.900  0.04
H  -0.956  -1.655  -1.933  0.06
H  1.936  1.362  -1.191  0.04
H  3.175  1.412  1.604  0.04
H  -2.808  0.509  1.295  0.05

=====

Density functional theory data (the ωB97M-V functional and the def2-TZVPD basis) for C38H37NSTcTe2 as an isolated structure in a non-equilibrium geometry.

## Properties
- HOMO (alpha / beta) (eV) = -13.507 / -13.693
- largest force on an atom (eV Å⁻¹) = 2.74
- expectation value of S² = 3.78
- total charge = +2
- 2S+1 = 4
- E_tot (eV) = -69099.9977

Last column: Löwdin spin population.
Atoms and positions in Å:
Te  -0.870  2.933  1.421  0.04
Te  0.649  -0.173  2.343  0.66
Tc  -1.481  0.318  0.767  1.85
S  0.268  -2.305  -0.171  0.04
N  -0.627  -0.978  -0.572  0.09
C  1.161  -3.054  -4.067  0.00
C  1.204  4.842  0.268  0.00
C  2.468  -0.566  1.236  0.05
C  -2.777  -5.004  0.076  0.00
C  1.155  -4.391  -1.634  0.00
C  3.234  -2.244  3.022  0.01
C  6.102  -1.376  -0.913  0.01
C  -1.862  -4.105  -0.448  0.00
C  -0.939  -3.518  0.405  0.01
C  -2.541  4.256  1.146  0.02
C  -3.146  4.523  -0.073  0.00
C  0.269  3.890  -0.119  0.02
C  1.616  -4.360  -3.987  0.00
C  -3.440  -0.471  2.356  0.01
C  1.899  5.548  -0.701  0.00
C  -1.839  -4.709  2.271  0.00
C  4.810  -1.136  -0.212  0.04
C  0.765  4.313  -2.421  0.00
C  3.860  -0.249  -0.708  0.00
C  0.720  -3.076  -1.728  0.00
C  -4.151  5.475  -0.144  0.00
C  -2.767  -5.307  1.430  0.00
C  -4.543  6.165  0.993  0.00
C  -3.914  5.918  2.204  0.00
C  -3.690  0.947  0.561  0.00
C  -3.515  -1.252  1.190  0.02
C  -3.675  -0.375  0.077  -0.02
C  2.732  0.085  0.021  0.02
C  -2.917  4.961  2.283  0.00
C  -0.921  -3.808  1.760  0.01
C  4.551  -1.737  1.013  0.00
C  1.613  -5.030  -2.773  0.00
C  3.392  -1.495  1.738  0.03
C  1.894  1.219  -0.460  0.01
C  0.046  3.619  -1.462  0.00
C  1.683  5.281  -2.043  0.00
C  -3.507  0.890  1.979  0.00
C  0.738  -2.388  -2.926  0.00
H  2.274  1.627  -1.392  0.00
H  6.424  -2.410  -0.807  0.00
H  6.866  -0.743  -0.458  0.00
H  -3.375  -0.849  3.362  0.00
H  -3.657  1.713  2.660  0.00
H  -1.169  -1.147  -1.417  0.00
H  -3.558  -2.327  1.156  0.00
H  -2.827  4.016  -0.974  0.00
H  -4.183  6.477  3.087  0.00
H  2.302  -2.002  3.536  0.01
H  -3.482  -6.009  1.829  0.00
H  3.277  -3.317  2.837  0.00
H  0.611  4.092  -3.464  0.00
H  -3.906  -0.684  -0.931  0.00
H  5.280  -2.415  1.432  0.00
H  1.924  2.012  0.288  0.00
H  -3.996  1.817  0.005  0.00
H  1.142  -2.551  -5.021  0.00
H  -3.490  -5.473  -0.584  0.00
H  4.063  -1.998  3.683  0.00
H  0.435  -1.352  -2.973  0.00
H  -5.329  6.901  0.937  0.00
H  2.601  6.310  -0.404  0.00
H  -0.669  2.862  -1.758  0.00
H  1.968  -6.045  -2.700  0.00
H  4.026  0.242  -1.657  0.00
H  -4.616  5.687  -1.095  0.00
H  0.855  0.911  -0.612  0.01
H  2.227  5.833  -2.795  0.00
H  1.399  5.032  1.316  0.00
H  1.124  -4.912  -0.689  0.00
H  -2.414  4.777  3.226  0.00
H  -1.863  -3.880  -1.504  0.00
H  6.049  -1.116  -1.967  0.00
H  -1.821  -4.949  3.321  0.00
H  1.990  -4.859  -4.868  0.00
H  -0.186  -3.340  2.403  0.01

=====

Density functional theory data (the ωB97M-V functional and the def2-TZVPD basis) for C18H16N5OSZr as an isolated structure.

## Properties
- HOMO (alpha / beta) (eV) = -13.726 / -14.024
- largest force on an atom (eV Å⁻¹) = 0.91
- expectation value of S² = 0.75
- total charge = +2
- 2S+1 = 2
- E_tot (eV) = -40524.6839

Last column: Löwdin spin population.
Atoms and positions in Å:
Zr  0.208  0.303  -0.096  0.88
S  -0.630  -1.965  0.265  0.01
O  1.107  0.631  -1.959  0.01
N  1.566  -0.481  1.450  0.01
N  0.762  0.682  -3.270  0.00
N  1.018  -3.892  1.036  0.00
N  0.862  2.060  1.282  0.03
N  1.836  -1.829  1.513  0.01
C  5.894  0.190  3.275  0.00
C  4.751  0.556  2.586  0.00
C  4.609  -1.394  4.558  0.00
C  2.348  0.331  2.100  0.00
C  0.437  1.925  -5.234  0.00
C  0.368  3.301  1.299  0.02
C  0.886  4.303  2.104  0.00
C  3.535  -0.077  2.862  0.00
C  2.468  2.703  2.930  0.00
C  0.781  1.865  -3.902  0.00
C  1.911  1.764  2.088  0.00
C  0.081  0.761  -5.900  0.00
C  0.437  -0.467  -3.885  0.00
C  5.819  -0.778  4.267  0.00
C  0.086  -0.446  -5.216  0.00
C  0.888  -2.565  1.008  0.01
C  1.949  3.996  2.932  0.00
C  3.469  -1.062  3.847  0.00
H  2.368  4.748  3.588  0.00
H  0.482  -1.359  -3.277  0.00
H  0.458  2.882  -5.734  0.00
H  6.709  -1.054  4.817  0.00
H  0.449  5.291  2.085  0.00
H  6.839  0.663  3.044  0.00
H  3.279  2.422  3.584  0.00
H  0.281  -4.492  0.712  0.00
H  -0.191  0.792  -6.947  0.00
H  4.555  -2.141  5.337  0.00
H  1.091  2.712  -3.310  0.00
H  -0.478  3.496  0.651  0.01
H  1.832  -4.300  1.467  0.00
H  -0.175  -1.374  -5.702  0.00
H  4.806  1.315  1.814  0.00
H  2.530  -1.551  4.065  0.00

=====

Energy relative to the best compared isomer or geometry (same formula, charge and spin) for the records above, in order: 98.6; 0.4; 71.2; 50.4; 20.4; 5.8 kcal/mol